Density functional theory data (ωB97M-V/def2-TZVPD) for a molecular structure, C40H81BrClIO11Si2.

```
137
Properties=species:S:1:pos:R:3:forces:R:3:mulliken_charge:R:1
I 2.2138 4.0796 0.5155 -0.049 -0.082 -0.291 -0.0742
Br 2.1492 6.1229 -2.7720 -0.056 -0.461 0.339 -0.3464
Cl -3.7162 4.7429 -1.9543 0.183 -0.433 0.210 -0.2526
Si -0.9002 5.5750 -1.4629 -0.516 -0.521 -0.165 -0.1967
Si 1.5023 4.1521 -1.8284 -0.261 0.084 -0.474 0.5324
O -0.1613 4.0994 -1.8893 0.892 1.172 0.457 0.2589
O -5.5358 9.1709 2.0822 -0.101 0.080 0.050 -0.3060
O 2.5030 -1.6773 -0.4065 0.646 0.984 1.805 -0.5735
O 2.0152 -0.8398 -2.4169 -0.321 0.576 0.179 -0.3562
O -1.3912 -2.9389 -3.3321 -0.108 0.052 0.045 -0.3726
O -5.0702 -0.5354 2.8343 -0.085 0.125 -0.004 -0.4161
O 1.1812 -9.1542 0.0055 0.115 0.058 -0.040 -0.3996
O 5.3550 -4.5647 -2.1118 0.031 0.006 0.077 -0.4460
O 3.5551 0.9515 3.3113 0.050 -0.115 0.027 -0.4368
O -6.1115 -2.4451 -0.8782 -0.343 -0.006 0.107 -0.3276
O 8.5121 -1.2639 0.0864 0.163 0.234 -0.102 -0.3670
C 2.1897 0.4672 -1.8427 -0.321 0.567 -0.181 -0.4159
C 7.9141 -0.2430 -0.7220 -0.077 -0.128 -0.102 -0.1672
C 1.5558 1.4619 -2.8035 0.654 -0.216 -0.546 -0.5878
C 8.9850 0.8118 -0.9527 0.008 0.113 0.147 -0.5581
C -2.2897 -3.0995 -2.2255 -0.034 -0.099 -0.103 -0.4350
C -3.0883 6.6516 -0.1293 0.002 -0.174 0.249 -0.6783
C -4.8897 0.3514 1.7253 0.187 0.017 -0.032 -0.0429
C -8.4464 -2.6866 -0.5656 -0.021 -0.154 -0.011 -0.6197
C -1.8972 -1.9277 -4.2082 0.143 0.098 0.026 -0.2655
C 1.7698 -3.1778 -2.0130 -0.101 -0.242 -1.298 -0.5153
C 3.6162 0.1070 2.1540 -0.231 0.048 -0.058 0.0088
C 5.6269 -3.4065 -1.3116 0.052 0.091 -0.080 0.5376
C 9.9296 -1.0623 0.1319 -0.011 0.020 0.185 -0.4651
C -5.8282 0.1242 3.8531 -0.129 -0.100 -0.052 -0.4052
C 3.7960 0.1678 4.4828 0.152 0.077 -0.020 -0.5044
C 4.2046 -1.2172 2.6108 0.198 -0.042 0.015 -0.1136
C 1.5568 -7.8546 0.4728 -0.137 0.035 -0.141 -0.4535
C -7.6298 9.7985 2.9911 0.019 -0.041 0.171 -0.5372
C -2.9394 6.7748 1.3778 0.392 0.623 0.004 -1.0485
C -6.3362 -2.8181 0.4889 0.152 -0.194 0.051 -0.4410
C -7.3680 -2.1759 -1.5103 0.048 0.157 -0.003 -0.5172
C 3.7170 -1.2905 4.0529 -0.143 -0.032 0.005 -0.6911
C 7.3125 -4.9943 -0.8484 0.071 0.094 -0.102 -0.7061
C 6.5405 -3.8601 -0.1855 -0.077 -0.055 0.233 -0.2677
C 6.2444 -5.6186 -1.7354 -0.106 -0.122 0.073 -0.1845
C -7.7876 -2.4880 0.7949 -0.021 0.190 -0.007 -0.3192
C -3.3262 -1.6458 -3.7688 -0.069 -0.105 -0.062 -0.6516
C -2.5782 5.2961 -0.6614 -0.077 0.772 -0.138 0.0694
C -3.2545 -1.9256 -2.2732 0.004 0.121 0.149 0.2905
C 3.0126 -7.6592 0.0782 0.151 0.009 0.175 -0.2409
C -6.9081 8.7678 2.1360 0.007 0.003 -0.187 -0.4409
C 2.1911 -9.6557 -0.8753 0.035 -0.093 0.154 -0.4898
C 10.2564 -0.0271 -0.9337 0.012 -0.086 -0.164 -0.5829
C -5.8740 1.5976 3.4733 0.128 0.072 0.044 -0.5503
C -5.4103 10.5027 2.5922 0.093 -0.066 0.128 -0.4648
C -5.8265 1.5281 1.9511 -0.159 -0.045 -0.008 -0.5638
C 2.2975 2.8139 -2.8448 -0.331 -0.127 0.519 -0.8488
C 3.1067 -8.4833 -1.1975 -0.087 0.084 -0.157 -0.4587
C 2.1319 -1.8148 -1.5272 -0.281 -1.873 -0.518 0.8346
C -6.8219 11.0585 2.7064 -0.051 0.061 -0.155 -0.5640
H 1.6581 1.0129 -3.7880 -0.071 -0.023 -0.202 0.3243
H -4.9860 2.1104 3.8504 -0.014 -0.004 0.016 0.2528
H 7.7470 -5.7024 -0.1437 -0.030 -0.014 -0.003 0.3935
H -7.4509 -1.0935 -1.6584 -0.070 -0.009 -0.040 0.2877
H -3.3056 7.7451 1.7006 -0.130 0.149 0.021 0.2038
H 0.9110 -7.1161 -0.0145 0.036 0.062 0.042 0.2202
H 4.1214 -8.7915 -1.4466 -0.010 -0.021 0.008 0.3740
H 2.4207 3.1557 -3.8682 -0.167 0.213 -0.101 0.4567
H 7.5957 -0.6981 -1.6663 -0.031 0.069 -0.024 0.1454
H 0.4881 1.5604 -2.6320 -0.123 0.068 0.146 0.3482
H -7.8780 -1.4426 1.1032 0.021 -0.014 0.028 0.0357
H -6.7533 2.1083 3.8635 -0.011 -0.023 -0.004 0.3418
H 10.3947 -0.5150 -1.9016 0.019 -0.001 0.014 0.2580
H 3.8867 -2.0549 1.9924 -0.052 0.049 -0.028 0.2076
H -4.0126 -2.3499 -4.2465 0.006 0.016 -0.012 0.2698
H 2.6799 -1.6337 4.0781 0.010 -0.001 0.013 0.2902
H 3.0618 0.4245 5.2478 -0.014 0.067 -0.036 0.2908
H -0.0853 6.3284 -0.4896 0.090 -0.111 0.037 -0.0880
H 2.6002 -0.0228 1.7705 0.046 -0.059 -0.092 0.0045
H 1.5514 -3.1668 -3.0754 -0.174 -0.027 -0.128 0.2595
H 0.8968 -3.5639 -1.5010 -0.170 0.162 0.209 0.0718
H -9.3920 -2.1581 -0.6788 0.016 0.019 -0.006 0.3480
H -3.8429 0.6726 1.7131 -0.010 0.042 -0.075 0.2662
H -4.2199 -2.1483 -1.8184 0.158 0.013 -0.073 -0.2278
H -1.7174 -3.1380 -1.2967 0.064 -0.022 -0.040 0.2954
H -2.8163 -4.0520 -2.3491 -0.032 0.009 0.073 0.2733
H 3.2785 -6.6106 -0.0550 -0.023 -0.002 -0.019 0.1510
H 10.4357 -2.0140 -0.0348 -0.072 -0.040 0.021 0.2786
H -5.1002 -0.1808 0.7957 0.035 -0.050 0.022 0.0189
H 4.3096 -1.9511 4.6848 0.016 0.022 0.002 0.3633
H 3.2511 0.6608 -1.7033 0.132 -0.049 -0.053 0.3506
H -5.4776 2.4448 1.4779 0.022 -0.008 -0.002 0.3468
H 1.3980 -7.7956 1.5502 -0.044 -0.069 -0.006 0.2854
H -8.2061 -3.1119 1.5830 0.014 -0.016 -0.010 0.3955
H 6.1192 -2.6623 -1.9484 0.012 0.045 0.055 0.0997
H -7.3006 8.7554 1.1135 -0.072 -0.030 0.027 0.2777
H -5.6395 -2.2814 1.1309 0.026 -0.025 -0.015 0.1569
H 8.9958 1.5237 -0.1240 -0.020 0.004 -0.017 0.2785
H 5.2971 -1.1717 2.5892 -0.007 -0.003 -0.014 0.1425
H 2.5786 -3.8868 -1.8625 0.258 0.123 0.232 0.0817
H -6.9149 11.8244 3.4749 0.016 -0.019 0.014 0.3281
H -1.8884 6.7441 1.6632 0.074 -0.268 0.159 0.3290
H 6.6597 -6.0830 -2.6312 -0.084 0.028 -0.053 0.3177
H -6.1430 -3.8917 0.5867 -0.037 -0.004 0.046 0.3429
H 5.6654 -6.3719 -1.1882 0.083 -0.065 0.006 -0.0308
H -2.5650 7.4700 -0.6265 0.029 0.198 -0.029 0.2705
H -7.3948 -2.6620 -2.4864 0.079 -0.006 0.002 0.2857
H 3.6683 -8.0834 0.8431 -0.008 0.027 0.009 0.2266
H -1.8324 -2.2780 -5.2395 0.064 -0.053 0.023 0.3107
H 2.7345 -10.4512 -0.3534 0.046 -0.018 -0.072 0.2622
H 10.1907 -0.6999 1.1316 0.073 0.000 -0.018 0.2619
H 4.7941 0.4157 4.8618 -0.010 -0.054 0.072 0.2719
H -2.8233 -1.0638 -1.7547 0.021 -0.016 -0.008 0.1908
H -4.9236 10.4491 3.5719 -0.002 0.079 0.006 0.2886
H 2.7063 -7.9119 -2.0383 0.023 -0.021 -0.013 0.2266
H -6.9738 7.7586 2.5444 0.081 -0.012 -0.015 0.2688
H -1.2664 -1.0374 -4.1031 -0.037 0.041 -0.057 0.0676
H -8.6867 9.8879 2.7445 0.011 -0.001 -0.025 0.3321
H 1.7206 -10.0820 -1.7620 -0.074 0.001 0.040 0.2936
H 7.0335 0.1520 -0.2133 -0.004 -0.075 0.049 0.1554
H -6.8203 1.2987 1.5578 0.016 0.011 -0.020 0.2331
H -7.1329 11.4926 1.7533 0.014 0.014 0.013 0.2693
H -3.6519 -0.6350 -4.0123 0.024 0.005 0.008 0.3636
H -5.3603 -0.0493 4.8226 0.042 -0.063 -0.033 0.2659
H 3.3048 2.6853 -2.4504 0.170 0.059 -0.001 0.3276
H 5.9454 -4.2519 0.6448 -0.029 -0.003 -0.033 0.2997
H 8.8385 1.3684 -1.8772 -0.007 -0.026 -0.009 0.3571
H -7.5473 9.5341 4.0480 -0.018 -0.012 -0.012 0.2682
H 1.7139 0.5378 -0.8695 0.036 -0.297 0.198 0.2488
H -1.1124 6.3903 -2.6690 -0.030 -0.035 -0.004 -0.0844
H -2.5434 4.6196 0.1878 -0.239 -0.536 -0.284 0.4122
H -4.7787 11.0884 1.9234 0.027 -0.069 -0.031 0.2835
H -6.8331 -0.3126 3.8688 -0.022 0.047 0.067 0.2470
H -8.6267 -3.7499 -0.7402 -0.008 0.014 -0.017 0.2884
H -4.1373 6.7786 -0.3685 -0.188 -0.091 -0.228 0.3767
H -3.5104 6.0365 1.9340 0.043 -0.289 -0.085 0.3114
H 4.2180 0.5918 1.3831 -0.022 0.073 0.029 0.1743
H 11.1567 0.5426 -0.7087 -0.011 -0.001 0.027 0.3538
H 8.1195 -4.5863 -1.4629 0.002 -0.011 0.010 0.2486
H 4.6901 -2.9860 -0.9447 -0.036 -0.027 -0.056 -0.4131
H 7.1729 -3.0604 0.1959 -0.022 -0.046 -0.067 0.1737
```
Positions in Å, forces in eV/Å.

As for the energy: -171739.2690 eV. Its charge is 0. The calculation puts the frontier orbital gap at 0.3496 Ha.